1.
The following is a DFT calculation (ωB97M-V/def2-TZVPD) of 2 unconnected molecules or ions with the total composition C5H8N3O in a non-equilibrium geometry.

Each line ends with the Löwdin charge.
Cartesian coordinates (Å):
C  -1.2749  -1.2589  -0.1045  -0.0635
H  1.5380  1.9756  -0.2875  0.1795
H  1.8138  -2.1777  0.0521  0.1055
C  -1.9548  1.7178  -0.2467  0.2201
H  -2.3829  -1.2190  0.2425  0.1222
C  1.9660  -1.1542  -0.0314  -0.0437
C  -0.4048  -0.1054  0.2709  -0.3106
N  1.7522  1.0318  0.0486  0.0634
N  2.9722  0.7172  0.0213  -0.0010
C  0.9762  -0.1641  -0.0283  -0.2081
H  -1.3648  -1.3181  -1.2711  0.1377
N  3.1297  -0.5345  -0.0408  0.0449
O  -0.8875  1.2173  0.1751  0.0459
H  -0.3254  -0.4842  2.0926  0.2850
H  -0.7676  -2.2341  0.1700  0.1158
H  -2.9425  1.2466  -0.3728  0.1463
H  -1.8429  2.7438  -0.6900  0.1604

Summary:
LUMO (alpha / beta) = -6.87 / -7.08 eV
DFT total energy = -434.304935 Ha
Charge = +1
Relative energy (zero: lowest compared OMol25 entry of this formula, charge and spin) = 182.7 kcal/mol
HOMO level (alpha / beta) = -13.43 / -12.95 eV
Gap between HOMO and LUMO (alpha / beta) = 6.6 / 5.9 eV

2.
The following is a DFT calculation (ωB97M-V/def2-TZVPD) of a molecular structure, C17H13GdO4P in a non-equilibrium geometry.

Each line ends with the Löwdin charge.
Cartesian coordinates (Å):
C  2.7816  1.9074  1.6600  -0.0227
H  -3.3882  0.9289  3.2457  0.1498
O  -2.5971  -0.1994  -5.5553  0.1969
H  -0.5979  -2.7658  1.5310  0.0746
P  0.1038  -0.8959  0.1454  0.9397
H  4.9842  -0.2506  0.2012  0.1355
C  -0.1155  -2.6345  -2.5583  -0.0875
H  0.6281  1.7099  1.6108  0.1025
C  -0.1008  2.2124  -2.5167  -0.0011
C  1.5836  1.2808  1.3076  -0.0804
H  -4.6468  0.2112  -0.8140  0.1572
C  1.7302  -0.2135  -2.9052  -0.0623
H  2.8654  -1.3757  -0.3981  0.1124
C  4.0069  1.3617  1.2634  -0.0019
H  -1.0814  0.2344  2.6679  0.1408
C  0.2534  -2.0799  1.5027  -0.1936
C  -3.8725  0.1823  -0.0457  0.0618
O  0.1848  3.3225  -2.3955  0.1937
H  -5.1669  0.9341  1.5103  0.1565
C  2.8471  -0.4455  0.1702  -0.1241
C  -4.1601  0.6229  1.2462  0.0726
C  1.6163  0.0926  0.5773  -0.3885
C  -2.5918  -0.2802  -0.3568  -0.1229
H  -2.4377  -0.8615  -1.2933  0.0582
H  0.2856  -1.5150  2.4434  0.0727
H  1.1810  -2.6530  1.4093  0.0817
O  2.8870  -0.1664  -2.9563  0.2046
C  -3.1560  0.6408  2.2248  0.0497
C  -1.9158  -0.2136  -4.6215  -0.0081
C  4.0366  0.1824  0.5174  -0.0228
Gd  -0.5985  -0.2461  -2.5725  0.9853
O  0.1644  -3.7550  -2.5321  0.1816
H  2.7620  2.8157  2.2536  0.1292
H  4.9372  1.8504  1.5318  0.1345
C  -1.5569  -0.1850  0.6026  -0.3057
C  -1.8553  0.2462  1.8988  0.0300

Summary:
LUMO (alpha / beta) = -11.64 / -14.92 eV
DFT total energy = -2062.251388 Ha
Charge = +3
Multiplicity = 8
HOMO level (alpha / beta) = -18.09 / -18.01 eV
Gap between HOMO and LUMO (alpha / beta) = 6.5 / 3.1 eV

3.
The following is a DFT calculation (ωB97M-V/def2-TZVPD) of a molecular structure, C4H6N2O2 in a non-equilibrium geometry.

Each line ends with the Löwdin charge.
Cartesian coordinates (Å):
H  1.6790  -1.5253  -1.0063  0.0033
C  -0.3481  -0.1376  -0.2962  -0.3013
O  0.4086  1.6153  1.4094  -0.1470
H  -1.0363  -0.9389  -2.1004  0.0562
O  -0.4581  -1.5882  -0.2196  -0.0247
H  -0.8985  -0.0648  1.9038  0.1382
H  -2.0365  1.2076  0.9412  0.1986
C  -0.7558  0.7293  1.0326  -0.0506
C  -1.2778  -0.8144  -1.1700  -0.0302
N  2.0085  -0.6338  -0.8620  0.1381
N  1.4385  1.2847  0.5599  0.0038
C  1.2058  0.1265  -0.1800  -0.3170
H  2.4065  1.3178  1.0885  0.2064
H  -2.3358  -0.5781  -1.1011  0.1264

Summary:
LUMO = 0.75 eV
DFT total energy = -415.775008 Ha
Charge = 0
Relative energy (zero: lowest compared OMol25 entry of this formula, charge and spin) = 166.7 kcal/mol
HOMO level = -8.69 eV
Gap between HOMO and LUMO = 9.4 eV

4.
The following is a DFT calculation (ωB97M-V/def2-TZVPD) of 12 unconnected molecules or ions with the total composition C11H44N23O14 in a non-equilibrium geometry.

Each line ends with the Löwdin charge.
Cartesian coordinates (Å):
O  -23.5209  1.2145  1.1581  0.0233
H  -24.6479  -1.0241  -2.6468  0.0981
H  -24.3067  -0.1007  2.8393  0.1097
O  -26.6463  1.5058  -4.7955  -0.0193
H  -29.8973  1.8866  -7.1935  0.1106
H  -25.1953  -2.3693  -4.9987  0.0755
H  -27.6019  7.6217  -2.6981  0.1187
N  -24.0711  5.2556  0.0944  0.1806
H  -21.2982  -0.1477  -4.7573  0.1329
H  -26.1489  -3.9842  -5.7654  0.0895
N  -29.8460  -0.4062  -0.7817  0.1657
C  -24.1213  -2.8522  -2.2236  -0.7950
H  -26.2688  2.6507  -6.2597  0.0456
H  -27.5268  0.9592  -2.0823  0.0983
H  -26.2483  0.0736  0.2890  0.0531
H  -28.6538  1.8930  -6.0402  0.0965
H  -23.3933  1.8107  -2.9867  0.0591
H  -22.8927  0.3086  -4.5048  0.0606
N  -25.7142  3.2479  -6.8563  0.1613
N  -24.5934  4.0319  -8.4942  0.1726
O  -24.6729  0.8744  -5.0834  -0.0457
C  -22.2979  1.0345  -7.9851  -0.8202
H  -22.7770  -2.6685  -0.6048  0.1129
H  -29.2526  -3.5273  -3.1134  0.1425
H  -26.2312  6.5224  -2.7458  0.0787
C  -25.0968  -2.5883  -6.9501  -0.8588
H  -25.1541  1.0748  -0.6898  0.0784
H  -29.3223  0.8548  -2.4021  0.0957
H  -24.0625  3.0494  -0.0868  0.0843
H  -21.3291  2.5458  -7.3255  0.1095
H  -24.6168  -1.0164  -5.8225  0.0764
N  -24.9850  -0.1720  2.0943  0.1630
H  -25.7705  -0.8025  2.0190  0.1109
O  -20.4463  0.6734  -2.7098  0.0311
H  -25.7234  -2.3584  -3.2068  0.0384
C  -24.5922  4.6988  -0.9757  -0.7804
N  -27.9941  -1.1717  -4.6072  0.2262
O  -27.8605  -0.4772  -0.0236  0.0502
H  -27.3022  4.1878  -4.3899  0.1081
O  -21.7283  1.0254  -9.0223  0.0553
H  -23.9332  6.2321  -0.1236  0.1211
H  -22.6779  -1.5680  -1.9262  0.0860
H  -30.3757  -0.4360  -1.6412  0.1060
H  -23.6461  4.6833  0.8099  0.1203
H  -27.1616  -0.9060  -5.1136  0.0965
N  -24.4397  3.4314  -0.9423  0.1957
H  -24.2895  4.5448  -7.6790  0.1084
O  -29.0516  5.9839  -3.9318  0.0209
H  -22.2811  1.6787  -6.0451  0.0679
H  -25.9273  -4.1063  -7.5699  0.1041
N  -28.4699  0.6455  -1.9024  0.2182
H  -28.8409  -0.6314  -4.5019  0.0599
H  -24.9940  2.8492  -1.5538  0.0723
N  -29.6478  1.8546  -6.2154  0.1996
H  -32.6362  1.1490  -5.6600  0.1193
H  -22.1765  2.2327  -1.8355  0.1133
N  -27.1416  4.9098  -3.7020  0.1710
O  -27.0706  -3.0875  -3.8108  0.0370
N  -25.4128  0.6305  0.1796  0.1969
H  -23.9548  0.7639  -6.9385  0.0603
O  -30.3814  0.6255  -4.5479  0.0350
N  -22.4354  1.7353  -2.6755  0.2032
N  -22.0063  1.8720  -6.9976  0.1538
H  -24.5531  4.3271  -9.4593  0.1276
C  -27.9362  5.8505  -3.4668  -0.8369
H  -31.7319  1.4194  -7.1281  0.1097
O  -24.8738  5.2567  -1.9781  0.0459
C  -30.5946  1.2381  -5.5423  -0.7578
C  -28.6170  -0.1449  -0.8884  -0.8144
H  -26.3392  4.9062  -3.0886  0.0657
O  -25.3588  1.5437  -3.0664  -0.0928
N  -25.7533  -3.7155  -6.6550  0.1584
N  -23.1726  -2.3186  -1.4657  0.1633
O  -24.4891  -3.9772  -2.0415  0.0425
H  -23.8664  0.0546  -8.5805  0.1214
C  -24.5555  0.6053  1.1119  -0.8191
N  -21.9527  0.3049  -4.1353  0.1613
N  -29.0287  -2.5961  -3.4342  0.1928
O  -24.7683  -2.2981  -8.0234  0.0975
N  -24.8750  -1.9970  -2.7949  0.1788
N  -23.4589  0.5262  -7.7857  0.1963
N  -27.2255  6.6903  -2.8024  0.1519
H  -29.7777  -1.9192  -3.4623  0.1036
N  -25.5379  1.3441  -4.3488  -0.5107
O  -26.0354  2.3692  -8.8846  0.0396
C  -21.5522  0.9306  -3.1213  -0.8648
H  -25.3312  3.9781  -6.2730  0.0974
C  -27.9312  -2.2688  -3.9070  -0.8108
N  -25.0413  -1.9300  -5.8951  0.1913
N  -31.7676  1.3824  -6.1194  0.1651
C  -25.4821  3.1608  -8.1671  -0.7939
H  -30.0931  -0.9754  0.0152  0.1307

Summary:
LUMO = 1.91 eV
DFT total energy = -2758.479417 Ha
Charge = -1
HOMO level = -6.76 eV
Gap between HOMO and LUMO = 8.7 eV

- Number 1 is which compound?
  C5H8N3O